Record 1
{
  "formula": "C5H9N",
  "method": "the ωB97M-V functional and the def2-TZVPD basis",
  "total_charge": 0,
  "homo_lumo_gap_ev": 9.073,
  "smiles": "C=N/C=C/CC",
  "symbols": ["C", "N", "C", "C", "C", "C", "H", "H", "H", "H", "H", "H", "H", "H", "H"],
  "coordinates": [[-0.2393, -0.2371, 2.4569], [-1.1544, 0.3613, 1.7997], [-0.7123, 0.8981, 0.5145], [-0.0521, 0.0756, -0.2974], [0.6534, 0.2772, -1.6110], [0.9894, -1.0721, -2.3171], [0.7583, 0.1508, 2.7379], [-0.4930, -1.1849, 2.9461], [-1.2294, 1.8445, 0.2730], [0.5171, -0.7005, 0.2090], [-0.0251, 0.9154, -2.1996], [1.6139, 0.7827, -1.5475], [1.2198, -0.8844, -3.3582], [0.2358, -1.8570, -2.2690], [1.9101, -1.3205, -1.7714]],
  "atomic_forces_ev_per_a": [[-0.6, 0.1, 1.3], [1.3, -1.1, -2.0], [-1.8, 0.9, 1.4], [3.1, 0.4, 0.5], [-2.1, 0.2, -1.2], [0.3, 1.1, 0.8], [0.1, -0.3, -1.3], [-0.3, 0.5, 0.7], [0.5, -0.6, -0.3], [-0.9, -0.7, 0.4], [0.4, -0.1, -0.3], [-0.1, 0.4, 0.5], [0.2, -0.1, -0.2], [0.0, 0.1, 0.3], [-0.2, -0.9, -0.5]]
}


Record 2
{
  "formula": "C5H9N",
  "method": "the ωB97M-V functional and the def2-TZVPD basis",
  "total_charge": 0,
  "homo_lumo_gap_ev": 5.136,
  "symbols": ["C", "N", "C", "C", "C", "C", "H", "H", "H", "H", "H", "H", "H", "H", "H"],
  "coordinates": [[-0.1476, -0.3536, 1.7143], [-2.2276, -0.0003, 0.0718], [-1.0043, -0.1703, -0.6188], [0.1853, -0.2219, 0.2731], [1.4518, 0.2332, -0.0876], [1.9304, 0.4700, -1.3665], [-0.5304, -1.3696, 1.8730], [0.7315, -0.2317, 2.3580], [-0.8907, 0.4330, 1.9164], [-0.7388, 0.6764, -1.2542], [-2.9745, -0.1733, -0.5997], [-1.0260, -1.1307, -1.1586], [2.1516, 0.5949, 0.6650], [2.6439, 1.2984, -1.3459], [1.3139, 0.5731, -2.2520]],
  "atomic_forces_ev_per_a": [[1.1, 0.2, -0.4], [0.3, -0.5, -0.5], [0.1, 0.3, 1.9], [-1.8, -0.3, 1.0], [2.2, 0.7, -2.7], [-1.2, 2.3, 1.9], [-0.7, 0.3, 0.1], [-0.1, 0.0, -0.2], [-0.3, -0.5, 0.2], [-0.2, -0.1, -0.7], [0.0, 0.1, 0.0], [0.2, 0.0, -0.5], [-0.3, -0.5, 0.3], [0.8, -0.9, -0.3], [-0.1, -1.0, -0.1]]
}


Record 3
{
  "formula": "C5H9N",
  "method": "the ωB97M-V functional and the def2-TZVPD basis",
  "total_charge": 0,
  "homo_lumo_gap_ev": 7.606,
  "smiles": "C=C/C=C(/C)N",
  "symbols": ["C", "C", "C", "C", "C", "N", "H", "H", "H", "H", "H", "H", "H", "H", "H"],
  "coordinates": [[-1.9133, -0.0632, 1.9810], [-0.8079, -0.3946, 1.2742], [0.0599, 0.5681, 0.5279], [0.6406, 0.1137, -0.7405], [1.6865, 0.8162, -1.4541], [0.0195, -1.0504, -1.2914], [-2.9785, -0.4137, 1.7252], [-1.9084, 0.7391, 2.7669], [-0.2740, -1.4274, 1.2058], [0.3566, 1.5629, 0.8806], [1.3080, 0.8571, -2.4750], [2.5103, -0.0542, -1.4916], [2.2941, 1.5423, -0.9948], [-1.0998, -0.9226, -1.2300], [0.1064, -1.8734, -0.6842]],
  "atomic_forces_ev_per_a": [[-1.9, 0.3, 0.5], [2.1, -0.1, -0.8], [2.9, -1.3, -2.2], [-3.8, 1.4, 6.8], [1.6, -4.3, -1.5], [-2.9, -0.5, -0.6], [1.9, -1.0, 1.4], [-0.1, 0.4, -1.9], [-2.4, 1.1, -0.8], [-0.3, -0.3, 0.1], [0.7, 0.9, -0.3], [-1.4, 1.5, -0.4], [-0.3, 1.6, 0.5], [3.4, -0.1, -0.3], [0.5, 0.4, -0.4]]
}


| no. | maximum force (hartree/bohr) | electronic energy (Ha) |
| --- | --- | --- |
| 1 | 0.06142 | -250.5604 |
| 2 | 0.06830 | -250.4641 |
| 3 | 0.15419 | -250.4919 |